(1)
109
Properties=species:S:1:pos:R:3:lowdin_charge:R:1 method="wB97M-V/def2-TZVPD" total_charge=+1 multiplicity=1
C 2.44649 -4.07846 3.22877 -0.0926
C 0.93037 -3.82442 3.25475 -0.2715
C 0.51755 -2.65230 2.35708 -0.1742
C -0.92555 -2.64289 1.78058 -0.3186
C -1.85197 -3.64490 2.49764 -0.0651
C -1.02826 -2.67969 0.23571 -0.3298
C -2.51500 -3.04200 -0.11805 -0.5744
Cl -2.88327 -4.67543 -0.59385 0.8049
C -3.61683 -2.27699 -0.04204 -0.7247
C -5.01412 -2.75163 -0.31424 -0.1318
Cl -3.57938 -0.62904 0.47415 0.8155
C -0.53575 -1.38014 -0.56183 -0.2478
P 0.29392 0.05922 0.42822 0.9039
N -0.79673 0.35484 1.68815 -0.1468
O 0.02054 1.38547 -0.53192 -0.2899
C 0.11780 -1.78067 -1.93042 -0.2834
C 1.05337 -0.62104 -2.33809 -0.1365
C 1.82900 -0.69518 -3.65965 -0.2112
O 1.95050 -2.00512 -4.15191 -0.2491
C 2.28952 -1.98672 -5.55830 -0.2218
C 2.89589 -3.31727 -5.99066 -0.0502
C -0.88423 -1.89260 -3.12891 -0.2415
C -2.04134 -0.87213 -2.96333 -0.0281
C -1.54614 -3.21373 -3.59953 -0.1986
C -1.04331 -3.69083 -4.97571 -0.2770
C -1.40643 -5.15485 -5.22037 -0.0969
N 0.94481 -3.05230 -1.45848 -0.3911
Br 1.25875 -4.55931 -2.68647 1.0865
S 2.63243 -2.91109 -0.77706 0.7204
O 2.78317 -4.15588 -0.09597 -0.3344
O 2.75342 -1.78099 0.08568 -0.2704
C 4.17645 -2.86388 -1.91895 -0.4427
F 5.00203 -3.52734 -1.13928 0.1650
F 4.08640 -3.55597 -3.02619 0.1180
C 4.83949 -1.44844 -2.22997 -0.5973
F 4.22658 -0.44359 -1.64444 0.1850
F 4.84033 -1.27133 -3.53395 0.1975
F 6.07863 -1.48383 -1.82490 0.2295
C -0.15144 -3.73229 -0.52413 -0.6756
Br 0.20483 -5.44088 0.27234 0.9216
H 2.66453 -4.84873 2.48703 0.0538
H 3.00250 -3.19568 2.91455 0.0730
H 2.80253 -4.45389 4.18479 0.0738
H 0.41757 -4.75709 3.03959 0.0644
H 0.67351 -3.57043 4.28620 0.1092
H 0.67795 -1.73155 2.91911 0.1174
H 1.20913 -2.62281 1.52074 0.0515
H -1.33096 -1.69485 2.10763 0.0855
H -2.88127 -3.28643 2.51430 0.0830
H -1.56108 -3.69218 3.54613 0.0865
H -1.80263 -4.66162 2.11529 0.0424
H -5.32688 -3.37535 0.52860 0.0947
H -5.70044 -1.91112 -0.33855 0.0677
H -5.07522 -3.34657 -1.22142 0.0652
H -1.49018 -0.89235 -0.73361 0.0308
H -0.36483 1.07564 2.26354 0.0115
H -1.61604 0.82018 1.30222 0.0104
H 0.87397 1.73288 -0.80877 0.0487
H 0.38080 0.22580 -2.44320 0.1083
H 1.73897 -0.34954 -1.53756 0.0571
H 2.78006 -0.16343 -3.60534 0.1151
H 1.26251 -0.11653 -4.40398 0.1320
H 1.36180 -1.78603 -6.09911 0.1212
H 2.99597 -1.16844 -5.70305 0.1204
H 3.87455 -3.15731 -6.44126 0.0831
H 3.02479 -3.97862 -5.14429 0.0411
H 2.28353 -3.80148 -6.74968 0.0791
H -0.43123 -1.50170 -4.03896 0.1184
H -2.50974 -0.74824 -3.93591 0.1034
H -2.77871 -1.25158 -2.25798 0.0588
H -1.70731 0.09164 -2.57957 0.0865
H -2.61695 -3.05280 -3.73949 0.1211
H -1.47433 -4.08232 -2.94960 0.0451
H -1.47835 -3.06747 -5.76024 0.1201
H 0.04136 -3.60480 -5.02973 0.0520
H -1.06168 -5.46332 -6.20705 0.0779
H -2.47391 -5.33996 -5.11950 0.0825
H -0.86070 -5.78333 -4.51149 0.0543
H -0.81960 -4.03154 -1.31942 -0.0368
O -0.54424 2.41722 4.28561 -0.2837
S 0.66725 3.12488 4.58683 0.5588
O 1.53184 2.67990 5.63068 -0.2569
O 0.32677 4.65502 4.78572 -0.2903
C -0.67848 5.00507 5.78310 -0.2257
C -0.16704 4.87708 7.20127 -0.0628
C 1.61138 3.29963 3.11214 -0.1242
H -1.56964 4.40076 5.61545 0.1208
H -0.93806 6.03885 5.56417 0.1145
H 0.04665 3.84135 7.45914 0.0732
H -0.91994 5.25366 7.89282 0.0877
H 0.75215 5.44737 7.33210 0.0889
H 0.95932 3.65485 2.31725 0.0680
H 2.00737 2.31350 2.87227 0.0697
H 2.42646 3.99584 3.28930 0.0790
O -2.28758 7.21973 2.76363 -0.2760
S -1.18890 8.13778 2.80743 0.5568
O -1.16483 9.17098 3.79419 -0.2674
O -0.99374 8.76898 1.36733 -0.2643
C -2.13966 9.40937 0.75137 -0.2438
C -2.46139 10.75852 1.35807 -0.0706
C 0.32154 7.24557 2.87737 -0.1154
H -2.99415 8.73312 0.79752 0.1141
H -1.86192 9.51861 -0.29447 0.1207
H -2.79341 10.66413 2.39021 0.0722
H -3.25633 11.23593 0.78540 0.0838
H -1.58214 11.40188 1.35063 0.0865
H 0.30818 6.46884 2.11811 0.0732
H 0.37757 6.80671 3.86741 0.0459
H 1.14848 7.93346 2.72250 0.0825

(2)
95
Properties=species:S:1:pos:R:3:lowdin_charge:R:1 method="wB97M-V/def2-TZVPD" total_charge=-1 multiplicity=1
C 0.73226 1.76291 -0.42072 -0.1255
B -0.57695 2.67152 -0.74852 -0.6456
O -0.33962 4.05068 -1.14146 -0.1173
Al -2.57312 2.02033 -0.60055 0.2595
H 1.60122 2.19729 -1.03324 0.0373
H 0.98119 1.93596 0.68691 0.0470
H 0.59585 0.65287 -0.56869 0.0356
H -0.15673 4.51415 -0.28373 -0.0143
H -3.25569 3.04032 0.45955 -0.1482
H -2.60263 0.50134 0.03305 -0.1645
H -3.33882 2.03934 -2.01885 -0.1522
C 2.88429 -0.46165 2.19703 -0.1135
C 2.27509 -1.58878 3.02374 -0.2767
C 1.06158 -2.23034 2.34945 -0.2102
C -0.01229 -1.20907 2.14542 -0.1993
N -0.85128 -0.41643 1.98545 0.1800
H 2.17925 0.36068 2.05613 0.0536
H 3.76361 -0.05276 2.70162 0.0674
H 3.19373 -0.82211 1.21237 0.0627
H 1.98928 -1.19572 4.00462 0.1057
H 3.03549 -2.35682 3.19418 0.0967
H 0.66952 -3.03927 2.97147 0.1057
H 1.34117 -2.65164 1.37963 0.0480
C -5.66150 6.81828 3.00179 -0.1205
C -5.23480 5.51497 3.66907 -0.2794
C -4.35672 4.64400 2.76756 -0.1940
C -5.10228 4.27327 1.52889 -0.2805
N -5.69389 3.98598 0.55963 0.1372
H -6.27219 6.63428 2.11523 0.0696
H -6.26101 7.41987 3.69027 0.0641
H -4.79058 7.40946 2.70346 0.0658
H -6.12927 4.95811 3.96432 0.1059
H -4.68393 5.74812 4.58582 0.0959
H -4.06621 3.73119 3.29186 0.1157
H -3.44578 5.17683 2.48717 0.0881
C 0.27782 -6.31906 0.83307 -0.0997
C 0.84543 -6.34504 -0.58235 -0.3000
C 2.35063 -6.06812 -0.62425 -0.1701
C 2.63617 -4.71133 -0.06505 -0.1681
N 2.85196 -3.65409 0.37267 0.1706
H 0.39018 -5.33466 1.29445 0.0603
H -0.78943 -6.54967 0.81753 0.0747
H 0.77611 -7.05660 1.46973 0.0753
H 0.31656 -5.60824 -1.18925 0.0817
H 0.65166 -7.32319 -1.02514 0.0840
H 2.71278 -6.11057 -1.65388 0.0921
H 2.89542 -6.81606 -0.04254 0.1168
C -1.43027 7.29466 3.31499 -0.1104
C -0.17118 6.86141 4.05843 -0.2659
C 1.07269 6.85535 3.16699 -0.1765
C 0.88247 5.89869 2.03404 -0.1408
N 0.73032 5.15414 1.15390 0.2119
H -1.67491 6.60613 2.50312 0.0650
H -2.28563 7.31214 3.99454 0.0670
H -1.31118 8.29652 2.89244 0.0793
H -0.33136 5.86345 4.47683 0.1144
H -0.00313 7.53955 4.90001 0.1047
H 1.94891 6.55233 3.74435 0.1128
H 1.26125 7.85331 2.76376 0.1158
C 6.14716 0.51742 -2.61291 -0.1194
C 4.95533 1.25426 -2.01046 -0.2687
C 5.15868 2.76972 -1.95144 -0.1802
C 6.34673 3.09442 -1.10166 -0.2236
N 7.27226 3.34466 -0.44004 0.1190
H 7.04941 0.65084 -2.01097 0.0662
H 5.94516 -0.55501 -2.66110 0.0689
H 6.35477 0.87043 -3.62751 0.0726
H 4.77046 0.86659 -1.00478 0.1093
H 4.06500 1.03813 -2.60619 0.1106
H 4.27490 3.25097 -1.52588 0.1124
H 5.31606 3.17571 -2.95372 0.1154
C 2.45874 -5.22174 -4.83412 -0.1022
C 1.67230 -6.10539 -5.79665 -0.2679
C 0.15825 -6.00292 -5.59678 -0.1764
C -0.20567 -6.43541 -4.21195 -0.1764
N -0.48764 -6.77224 -3.13311 0.1613
H 2.29688 -5.51586 -3.79462 0.0479
H 3.52969 -5.30441 -5.03160 0.0754
H 2.17326 -4.17202 -4.94282 0.0853
H 1.99300 -7.14360 -5.66847 0.1103
H 1.91597 -5.81830 -6.82308 0.1079
H -0.36066 -6.64100 -6.31534 0.1140
H -0.18048 -4.97540 -5.74971 0.1214
C -5.07362 -3.31141 0.01855 -0.1182
C -4.49769 -3.39480 -1.39042 -0.2822
C -2.98332 -3.15493 -1.42780 -0.1973
C -2.65232 -1.78814 -0.90705 -0.1324
N -2.43110 -0.68819 -0.47561 0.0371
H -4.93829 -2.31662 0.44943 0.0743
H -6.14725 -3.51549 0.00339 0.0645
H -4.59785 -4.04151 0.68056 0.0699
H -5.00382 -2.66182 -2.02525 0.1101
H -4.71558 -4.38652 -1.80661 0.0959
H -2.61656 -3.23852 -2.45344 0.1020
H -2.46365 -3.90011 -0.81920 0.0982

Maximum force per entry: 0.0758; 0.1880 hartree/bohr
Highest occupied orbital energy per entry: -0.412; -0.033 Eh